C42H32BrFeN7O3S2Te | the ωB97M-V functional and the def2-TZVPD basis

Energy above the lowest of the compared OMol25 structures with the same formula, charge and spin in eV: 3.5298
2S+1: 5
Molar mass in g mol⁻¹: 1010.25
Net charge: -2
Frontier orbital gap (spin up / spin down) in eV: 4.04 / 5.00
Energy in eV: -194040.5130
E_LUMO (spin up / spin down) in eV: 3.93 / 3.51

Positions of all 89 atoms, in Å:
Fe1 0.035 -0.213 -0.097
Br1 -0.385 0.194 7.307
C1 -0.571 -0.222 5.445
C2 -0.845 -1.533 5.089
C3 -0.943 -1.838 3.746
C4 -0.730 -0.874 2.749
O1 -0.700 -1.239 1.515
C5 -0.491 0.485 3.143
C6 -0.386 1.526 2.202
N1 -0.395 1.417 0.876
C7 -0.535 2.532 0.101
C8 -0.508 3.870 0.531
C9 -0.737 4.907 -0.355
C10 -1.029 4.674 -1.685
C11 -1.096 3.353 -2.164
C12 -1.447 3.003 -3.482
C13 -1.544 1.670 -3.823
C14 -1.244 0.700 -2.873
N2 -0.853 1.002 -1.650
C15 -0.813 2.283 -1.273
C16 -0.420 0.782 4.519
H1 -0.954 -2.305 5.838
H2 -1.137 -2.848 3.418
H3 -0.325 2.518 2.646
H4 -0.284 4.111 1.560
H5 -0.698 5.927 0.011
H6 -1.225 5.497 -2.360
H7 -1.650 3.780 -4.212
H8 -1.834 1.368 -4.819
H9 -1.333 -0.353 -3.091
H10 -0.218 1.799 4.831
N3 -5.934 -2.396 4.338
C17 -5.341 -2.148 3.097
C18 -5.643 -2.956 2.002
C19 -5.073 -2.694 0.770
C20 -4.213 -1.627 0.623
C21 -3.941 -0.788 1.685
C22 -4.503 -1.047 2.921
S1 -3.504 -1.247 -0.979
O2 -3.917 -2.279 -1.911
O3 -3.986 0.078 -1.298
N4 -1.906 -1.160 -0.802
C23 -1.177 -2.246 -0.671
N5 0.158 -1.994 -0.764
C24 0.997 -3.007 -0.634
C25 0.546 -4.304 -0.407
C26 -0.829 -4.461 -0.322
N6 -1.687 -3.464 -0.455
H11 -6.176 -3.366 4.485
H12 -5.421 -2.013 5.119
H13 -6.326 -3.786 2.128
H14 -5.279 -3.302 -0.096
H15 -3.294 0.059 1.528
H16 -4.298 -0.402 3.764
H17 2.051 -2.774 -0.747
H18 1.236 -5.126 -0.285
H19 -1.283 -5.433 -0.152
C27 1.270 0.436 -5.528
C28 1.049 -0.718 -4.794
C29 1.212 -0.735 -3.424
C30 1.625 0.410 -2.722
C31 1.846 1.574 -3.495
C32 1.665 1.587 -4.858
N7 1.771 0.443 -1.363
C33 2.866 1.146 -0.938
C34 2.858 2.000 0.176
C35 3.987 2.702 0.543
C36 5.175 2.573 -0.159
C37 5.216 1.708 -1.242
C38 4.097 1.001 -1.617
H20 1.131 0.444 -6.603
H21 0.740 -1.624 -5.305
H22 1.011 -1.640 -2.875
H23 2.128 2.484 -2.980
H24 1.817 2.506 -5.415
H25 1.932 2.158 0.704
H26 3.942 3.381 1.384
H27 6.057 3.132 0.133
H28 6.141 1.578 -1.792
H29 4.143 0.325 -2.462
Te1 1.997 -1.013 1.660
C39 3.908 -0.867 2.670
C40 4.381 -1.748 3.612
C41 5.561 -1.351 4.267
C42 6.014 -0.148 3.830
S2 4.987 0.500 2.602
H30 3.863 -2.668 3.825
H31 6.042 -1.928 5.040
H32 6.876 0.400 4.154

***

C42H32F3N3O5STeV | the ωB97M-V functional and the def2-TZVPD basis

Energy above the lowest of the compared OMol25 structures with the same formula, charge and spin in eV: 0.3002
2S+1: 2
Molar mass in g mol⁻¹: 926.34
Frontier orbital gap (spin up / spin down) in eV: 7.13 / 6.84
Energy in eV: -110750.4314
E_LUMO (spin up / spin down) in eV: -0.74 / -0.48

Positions of all 88 atoms, in Å:
V1 0.010 0.973 0.299
C1 5.418 1.605 4.141
C2 4.451 1.268 3.037
C3 4.872 0.696 1.849
C4 4.000 0.369 0.808
C5 4.597 -0.361 -0.357
O1 5.535 -1.109 -0.151
C6 4.087 -0.162 -1.743
C7 4.475 -1.097 -2.705
C8 4.107 -0.941 -4.029
C9 3.353 0.162 -4.409
C10 2.969 1.097 -3.460
C11 3.336 0.943 -2.133
C12 2.628 0.609 0.979
O2 1.677 0.309 0.101
C13 2.195 1.151 2.208
C14 3.085 1.487 3.208
C15 0.716 1.330 2.258
N1 -0.107 0.275 2.103
C16 0.358 -1.100 2.276
C17 0.598 -1.500 3.739
Te1 -1.082 -1.109 5.049
C18 -0.257 0.588 6.026
C19 -1.037 1.716 6.251
C20 -0.495 2.828 6.880
C21 0.824 2.815 7.306
C22 1.595 1.677 7.116
C23 1.055 0.566 6.482
C24 0.169 2.683 2.479
C25 1.011 3.806 2.414
C26 0.494 5.083 2.546
C27 -0.863 5.271 2.758
C28 -1.702 4.169 2.849
C29 -1.192 2.887 2.722
H1 6.429 1.296 3.879
H2 5.126 1.101 5.064
H3 5.426 2.679 4.341
H4 5.921 0.477 1.697
H5 5.068 -1.944 -2.389
H6 4.413 -1.673 -4.765
H7 3.071 0.292 -5.446
H8 2.383 1.958 -3.755
H9 3.038 1.692 -1.413
H10 2.709 1.917 4.127
H11 1.272 -1.294 1.705
H12 -0.418 -1.742 1.856
H13 1.455 -0.973 4.155
H14 0.792 -2.571 3.772
H15 -2.073 1.727 5.938
H16 -1.108 3.707 7.029
H17 1.245 3.682 7.798
H18 2.617 1.646 7.474
H19 1.664 -0.321 6.355
H20 2.072 3.676 2.255
H21 1.155 5.938 2.476
H22 -1.269 6.271 2.848
H23 -2.763 4.301 3.011
H24 -1.847 2.031 2.808
F1 -6.692 0.864 0.291
C30 -6.272 -0.215 -0.384
F2 -6.661 -0.086 -1.659
F3 -6.945 -1.277 0.127
C31 -4.793 -0.430 -0.246
C32 -4.238 -0.488 1.021
C33 -2.877 -0.704 1.130
N2 -2.069 -0.849 0.079
C34 -2.625 -0.793 -1.132
C35 -3.977 -0.595 -1.348
H25 -4.850 -0.358 1.903
H26 -2.419 -0.773 2.109
H27 -1.953 -0.929 -1.971
H28 -4.380 -0.546 -2.349
O3 -3.717 2.757 1.167
S1 -3.140 2.913 -0.133
O4 -3.993 2.665 -1.259
N3 -1.747 2.030 -0.307
C36 -0.808 2.776 -0.879
O5 0.250 2.251 -1.303
C37 -1.085 4.234 -0.868
C38 -0.222 5.268 -1.184
C39 -0.671 6.567 -0.990
C40 -1.963 6.822 -0.542
C41 -2.831 5.778 -0.240
C42 -2.355 4.496 -0.386
H29 0.766 5.056 -1.569
H30 -0.007 7.396 -1.200
H31 -2.293 7.846 -0.424
H32 -3.845 5.962 0.089

***

- Look up the energy above the lowest of the compared OMol25 structures with the same formula, charge and spin of the second one.
  0.3002 eV